The following is a DFT calculation (ωB97M-V/def2-TZVPD) of a molecular structure, C46H46BiBrN4O3PSSe2 in a non-equilibrium geometry.

Summary:
**HOMO**: -4.76 eV
**Energy relative to the best compared isomer or geometry (same formula, charge and spin)**: 70.6 kJ/mol
**Net charge**: -1
**Spin multiplicity**: 1

Geometry (Å):
Bi -1.1892 0.1231 0.5010
O -2.6329 0.0203 -1.3018
C -3.0696 -1.0279 -1.9186
C -3.5296 -0.8867 -3.2540
C -4.0113 -1.9477 -3.9789
C -4.0795 -3.2257 -3.4118
C -3.6862 -3.3882 -2.1067
C -3.1818 -2.3249 -1.3368
C -2.9510 -2.5796 0.0526
N -2.4323 -1.7795 0.9185
N -2.6278 -2.1313 2.2309
C -2.4840 -1.1263 3.0567
O -2.1214 0.0577 2.7415
C -2.8487 -1.4081 4.4734
C -2.8468 -2.7031 4.9824
C -3.2062 -2.9311 6.3007
C -3.5725 -1.8689 7.1174
C -3.5768 -0.5759 6.6127
C -3.2061 -0.3453 5.2969
H -3.4698 0.1028 -3.6905
H -4.3505 -1.7968 -4.9972
H -4.4507 -4.0661 -3.9829
H -3.7572 -4.3626 -1.6353
H -3.3456 -3.5143 0.4524
H -2.5695 -3.5137 4.3229
H -3.2043 -3.9378 6.7007
H -3.8406 -2.0458 8.1522
H -3.8712 0.2507 7.2478
H -3.1938 0.6549 4.8842
Se 0.9386 -1.3336 1.4458
P 1.4912 -0.0554 3.1833
Se 0.7015 1.8970 3.4393
C 3.2925 0.2257 3.0281
C 4.1693 0.0410 4.0907
C 5.4825 0.4805 3.9885
C 5.9186 1.1197 2.8388
C 5.0430 1.3050 1.7764
C 3.7376 0.8558 1.8693
C 1.3500 -1.1333 4.6496
C 0.5858 -0.7555 5.7416
C 0.4911 -1.5978 6.8420
C 1.1708 -2.8046 6.8524
C 1.9355 -3.1853 5.7547
C 2.0170 -2.3576 4.6491
H 3.8306 -0.4352 5.0013
H 6.1623 0.3363 4.8194
H 6.9396 1.4746 2.7711
H 5.3708 1.8166 0.8803
H 3.0470 1.0087 1.0497
H 0.0702 0.1963 5.7233
H -0.1143 -1.3065 7.6906
H 1.1068 -3.4551 7.7162
H 2.4682 -4.1282 5.7645
H 2.5847 -2.6482 3.7730
C 4.0958 2.9783 -4.7892
C 3.5155 1.6295 -5.2250
C 4.6911 0.6694 -5.4620
C 2.7501 1.8332 -6.5407
C 2.5770 1.0466 -4.1732
C 2.1607 1.7516 -3.0605
C 1.3087 1.1630 -2.1449
Br 0.8071 2.3152 -0.6778
C 0.8217 -0.1638 -2.2051
O 0.1043 -0.7023 -1.2665
C 1.2442 -0.8753 -3.3841
C 2.0728 -0.2454 -4.3006
C 0.8113 -2.3079 -3.7645
C -0.1384 -2.2270 -4.9731
C 0.0976 -3.0867 -2.6578
C 2.0424 -3.1426 -4.1650
H 4.7971 3.3353 -5.5461
H 4.6320 2.8809 -3.8438
H 3.3122 3.7286 -4.6755
H 5.3990 1.1065 -6.1712
H 4.3551 -0.2858 -5.8656
H 5.2140 0.4781 -4.5237
H 3.4148 2.2339 -7.3112
H 1.9285 2.5361 -6.3941
H 2.3329 0.8920 -6.9013
H 2.4898 2.7618 -2.8657
H 2.3510 -0.8014 -5.1878
H -1.1042 -1.8214 -4.6715
H -0.2989 -3.2299 -5.3782
H 0.2721 -1.5969 -5.7640
H -0.8609 -2.6404 -2.4312
H 0.6850 -3.1041 -1.7413
H -0.0720 -4.1164 -2.9889
H 2.5365 -2.7517 -5.0548
H 1.7326 -4.1676 -4.3805
H 2.7670 -3.1690 -3.3492
N -4.3656 7.1565 1.0478
C -3.9614 6.5347 -0.0714
S -4.0351 7.3349 -1.5160
C -3.4727 5.1382 0.0632
C -3.3123 4.5217 1.3052
C -2.8463 3.2177 1.3539
N -2.5650 2.5236 0.2608
C -2.7066 3.0972 -0.9288
C -3.1519 4.3995 -1.0756
H -4.6645 8.1123 0.9750
H -4.3154 6.7199 1.9504
H -3.5294 5.0292 2.2352
H -2.6823 2.7015 2.2949
H -2.4638 2.4724 -1.7798
H -3.2569 4.8535 -2.0488

Atomic partial charges in e from the Mulliken method, atoms 1 to 99: 2.1660 -0.5505 0.9016 -0.6478 -0.3744 -0.8120 -0.3635 0.2366 -1.0333 0.5858 -0.7977 0.2348 -0.6365 0.4494 -0.2182 -0.7274 -0.3955 -0.6029 -0.2214 0.3677 0.3958 0.3873 0.3553 0.3274 0.4553 0.3756 0.3858 0.3828 0.3278 -0.4162 0.9335 -0.3830 0.3971 -0.3885 -0.6794 -0.4382 -0.5968 -0.3775 0.3629 -0.4320 -0.5185 -0.4881 -0.7478 -0.3383 0.3100 0.3646 0.3533 0.4312 0.1878 0.1766 0.3915 0.3774 0.3931 0.3853 -2.1457 1.8097 -1.6329 -1.6347 -0.1748 -0.0987 -0.1495 -0.2806 0.7808 -0.7097 -0.4008 -0.7969 2.5354 -1.4215 -2.1173 -1.9200 0.4457 0.3876 0.3523 0.4602 0.3332 0.3525 0.4585 0.3452 0.3090 0.4635 0.2264 0.1426 0.4279 0.2608 0.1465 0.3780 0.5974 0.3298 0.4947 0.3832 -0.2859 0.2665 -0.4173 1.3219 -0.8521 -0.7969 0.1032 -0.5966 -0.7404



The following is a DFT calculation (ωB97M-V/def2-TZVPD) of a molecular structure, C44H46N4O5Ti in a non-equilibrium geometry.

Summary:
**HOMO**: -13.22 eV
**Energy relative to the best compared isomer or geometry (same formula, charge and spin)**: 205.7 kJ/mol
**Net charge**: +2
**Spin multiplicity**: 1

Geometry (Å):
Ti -1.1046 -0.0326 -0.7151
C 4.1692 -0.1060 3.6493
C 2.9262 0.5722 3.0591
C 2.5591 1.7898 3.8406
O 1.8794 -0.4271 3.0498
C 1.0169 -0.2492 1.9428
C 2.0283 0.4029 0.9330
O 3.0185 0.9405 1.6852
C 1.4859 1.4927 -0.0620
O 0.0695 1.0939 -0.2570
C 2.0110 1.6023 -1.5410
C 1.2886 2.3843 -2.4351
C 1.6727 2.4742 -3.7523
C 2.8084 1.9191 -4.2073
C 3.6086 1.2096 -3.2906
C 3.1791 0.9670 -2.0015
C 1.4521 2.9333 0.5253
C 2.6046 3.6435 0.4589
C 2.7797 4.8911 1.0209
C 1.6508 5.4546 1.6885
C 0.4406 4.7908 1.7395
C 0.3633 3.5384 1.1339
C 0.3468 -1.5428 1.4551
O -0.7800 -1.1733 0.5772
C -0.2897 -2.4135 2.5265
C -1.0277 -1.7451 3.4811
C -1.7160 -2.4344 4.4044
C -1.6155 -3.8324 4.5376
C -0.8849 -4.5315 3.5878
C -0.1806 -3.8225 2.6334
C 1.2904 -2.4533 0.6125
C 2.6061 -2.7191 1.0318
C 3.3345 -3.7955 0.4696
C 2.7876 -4.6061 -0.5229
C 1.4346 -4.4022 -0.8716
C 0.6940 -3.3218 -0.2683
H 3.8994 -0.5447 4.6162
H 4.9754 0.6258 3.8500
H 4.4653 -0.9654 3.0211
H 2.6751 1.6308 4.9329
H 1.4998 2.0640 3.6464
H 3.2681 2.6058 3.5365
H 0.2730 0.4943 2.2854
H 2.4022 -0.4296 0.3493
H 0.3889 2.9646 -2.1518
H 1.0097 3.0175 -4.4153
H 3.1853 2.0518 -5.2701
H 4.5271 0.7407 -3.6343
H 3.8346 0.4119 -1.2844
H 3.3957 3.1471 -0.0697
H 3.7011 5.4427 0.7841
H 1.8194 6.3806 2.2036
H -0.4517 5.1443 2.1626
H -0.5531 3.0770 1.1360
H -1.0526 -0.6684 3.4536
H -2.3727 -1.9358 5.1221
H -2.0609 -4.3198 5.3794
H -0.7359 -5.6197 3.6812
H 0.5061 -4.3486 1.9782
H 2.9808 -2.2441 1.8821
H 4.3313 -4.0476 0.8538
H 3.4771 -5.2585 -1.0121
H 0.8927 -4.9664 -1.6891
H -0.3472 -3.2391 -0.5264
C 1.1576 -1.5813 -3.9125
C -0.2123 -1.0984 -3.4820
O -0.3770 -0.4800 -2.4148
N -1.2982 -1.2302 -4.2749
C -2.6301 -0.8527 -3.7463
C -3.0978 -1.6980 -2.6590
C -3.9235 -2.7372 -2.9870
C -4.5857 -3.4500 -1.9378
C -4.2896 -3.1343 -0.6434
C -3.3960 -2.1168 -0.4118
N -2.7968 -1.3803 -1.3475
H 1.4892 -0.7387 -4.5819
H 1.1867 -2.5084 -4.4297
H 1.8274 -1.5944 -3.0557
H -1.2481 -1.7413 -5.1572
H -3.3388 -0.8113 -4.5912
H -2.5006 0.2012 -3.4785
H -4.1951 -2.9040 -4.0059
H -5.2697 -4.3273 -2.1593
H -4.7475 -3.6277 0.2040
H -3.0477 -1.8712 0.6322
C -2.6944 4.9205 -1.1551
C -3.0825 3.5037 -0.8394
C -4.2434 2.9096 -0.4140
C -3.9114 1.5888 -0.1033
N -2.6151 1.3933 -0.4023
N -2.1441 2.6102 -0.8468
C -4.7766 0.5053 0.4383
H -1.5892 4.8950 -1.1461
H -3.0673 5.6007 -0.3861
H -3.0892 5.1637 -2.1406
H -5.2324 3.3443 -0.2603
H -1.1495 2.8307 -0.9030
H -5.5707 0.8560 1.0648
H -4.1740 -0.1689 1.0057
H -5.2080 0.0266 -0.4116

Atomic partial charges in e from the Mulliken method, atoms 1 to 99: 0.6732 -1.6948 1.0180 -1.3948 -0.4980 -0.9329 -0.5864 -0.3389 1.4715 1.5318 0.7363 0.1280 -0.7435 -0.7903 -0.7049 -0.2863 -0.0794 -0.1748 -0.8277 -0.7132 -1.3114 0.0298 2.7198 0.4026 -0.0745 -0.7987 -0.7695 -0.6736 -0.9273 -0.2295 -0.1877 -0.8840 -0.8406 -0.9192 -0.7547 -0.7200 0.4145 0.3990 0.3494 0.4773 0.1958 0.3054 1.1441 0.7230 0.1007 0.4803 0.3475 0.4479 0.3474 0.3706 0.4661 0.4310 0.6269 0.6396 0.3710 0.4138 0.4861 0.4372 0.3015 0.7310 0.4511 0.4578 0.3772 0.5146 -0.9584 0.3113 -0.8330 0.0260 -1.8906 0.9736 -0.7971 -0.6058 -1.2251 -0.4265 1.0302 0.2631 0.5555 0.0864 0.3130 0.6940 0.0427 0.5800 0.3650 0.5568 0.4363 -1.1798 0.6962 -1.1351 0.2735 0.7991 0.1471 -1.4237 0.2444 0.3679 0.3015 0.5125 -0.6686 0.5116 0.1357



The following is a DFT calculation (ωB97M-V/def2-TZVPD) of 11 unconnected molecules or ions with the total composition C27H71N5O11S6 in a non-equilibrium geometry.

Summary:
**HOMO**: -8.87 eV
**Energy relative to the best compared isomer or geometry (same formula, charge and spin)**: 0.0 kJ/mol
**Spin multiplicity**: 1

Geometry (Å):
C -3.5337 1.7387 0.7393
C -4.2330 3.0236 1.0802
O -4.7326 3.1851 2.2196
N -4.3247 3.9524 0.1100
C -4.8801 5.2440 0.3648
H -3.3127 1.5072 -0.3099
H -4.2000 0.9247 1.0428
H -2.6012 1.6368 1.2974
H -3.8852 3.7997 -0.7761
H -4.7319 5.9201 -0.4621
H -4.5933 5.6596 1.3288
H -5.9763 5.1318 0.4787
C 3.2224 4.1395 -0.3119
C 3.1848 4.7400 -1.6887
O 4.0872 5.4482 -2.0684
N 2.0400 4.5908 -2.4120
C 1.9588 4.9872 -3.8179
H 3.8471 3.2436 -0.3848
H 2.2511 3.9000 0.1132
H 3.7643 4.8580 0.2958
H 1.4626 3.7928 -2.1973
H 2.2860 6.0071 -4.0204
H 0.9510 4.7643 -4.1563
H 2.6382 4.4366 -4.5030
C 1.4991 0.4550 0.4224
C 0.2951 -0.0460 -0.3289
O 0.2094 0.0693 -1.5385
N -0.6564 -0.6743 0.4269
C -1.8059 -1.3992 -0.1525
H 2.4076 0.3424 -0.1623
H 1.4539 0.1266 1.4620
H 1.4817 1.5517 0.5579
H -0.7027 -0.5152 1.4150
H -1.9618 -2.2866 0.4642
H -1.5403 -1.8062 -1.1239
H -2.6640 -0.7361 -0.1824
C 5.8796 0.3709 -0.3316
C 5.6588 0.9067 -1.7138
O 4.7362 1.7423 -1.9312
N 6.5399 0.4997 -2.6952
C 7.8696 -0.1200 -2.5355
H 6.5065 -0.5201 -0.3363
H 4.9163 0.0121 0.0516
H 6.2202 1.1370 0.3540
H 6.3606 0.8636 -3.6136
H 8.0003 -0.8314 -3.3680
H 8.0089 -0.6670 -1.6214
H 8.6754 0.6061 -2.6852
C 1.6105 1.4757 -4.2866
C 2.1404 0.1768 -4.8430
O 3.3314 -0.0141 -4.9779
N 1.2173 -0.7848 -5.1239
C 1.5738 -1.9553 -5.8180
H 2.3281 2.2476 -4.5553
H 1.5439 1.3586 -3.2074
H 0.6562 1.8174 -4.6910
H 0.2882 -0.6806 -4.7641
H 0.7079 -2.6017 -5.8698
H 2.3563 -2.4678 -5.2632
H 1.9645 -1.6990 -6.7946
C -6.5779 -2.0247 3.4042
S -4.8591 -2.4306 3.0298
O -4.7521 -2.2982 1.5442
C -4.0941 -0.9134 3.6326
H -7.0358 -1.6082 2.5178
H -6.5611 -1.2858 4.2148
H -7.1106 -2.8705 3.8332
H -4.7063 -0.0553 3.3415
H -3.1279 -0.8510 3.1555
H -4.1008 -0.9322 4.7230
C -4.0875 -4.9176 -0.1767
S -3.4865 -6.3778 0.6726
O -2.2584 -6.7968 -0.0385
C -2.9448 -5.5674 2.2037
H -4.2697 -5.2367 -1.2027
H -3.3296 -4.1356 -0.1699
H -5.0047 -4.5475 0.2743
H -3.8266 -5.1823 2.7083
H -2.3464 -4.6949 1.9255
H -2.3462 -6.3283 2.6831
C -5.5493 -1.5913 -1.2909
S -5.9004 -0.7486 -2.8453
O -5.8260 0.7092 -2.5718
C -4.3072 -1.1637 -3.5810
H -4.6597 -1.1562 -0.8582
H -5.4067 -2.6460 -1.5379
H -6.3770 -1.5251 -0.5932
H -3.5214 -0.9020 -2.8647
H -4.1481 -0.5333 -4.4540
H -4.2180 -2.2187 -3.8372
C -1.5413 1.0193 6.2882
S -0.0387 0.0411 6.3117
O -0.1381 -0.6814 7.5964
C -0.4367 -1.0499 4.9367
H -1.5802 1.5251 7.2452
H -2.3714 0.3008 6.3198
H -1.6048 1.6149 5.3845
H 0.3200 -0.9517 4.1661
H -1.4045 -0.7589 4.5196
H -0.6016 -2.0887 5.2265
C 3.2227 2.6034 2.8273
S 2.3098 2.0247 4.2460
O 0.9238 1.8167 3.7471
C 3.1086 0.4141 4.3547
H 2.6325 3.4145 2.4008
H 3.3668 1.8792 2.0164
H 4.2242 2.9891 3.0369
H 4.1289 0.5551 4.7015
H 3.0972 -0.0716 3.3790
H 2.5221 -0.1688 5.0578
C 4.8968 -2.4178 -2.2703
S 3.8902 -3.6758 -1.4697
O 4.6233 -4.2796 -0.3437
C 2.6991 -2.5139 -0.8107
H 4.2883 -1.9654 -3.0440
H 5.7408 -2.9580 -2.6942
H 5.2719 -1.7071 -1.5412
H 1.7882 -2.9614 -0.4270
H 2.4866 -1.7927 -1.6068
H 3.1195 -1.9104 0.0024

Atomic partial charges in e from the Mulliken method, atoms 1 to 99: -0.0338 0.2324 -0.7114 -0.1273 -0.8753 0.3616 -0.1547 0.1075 0.2712 0.3519 0.2753 0.2788 -0.4370 0.4700 -0.6548 -0.1778 -0.9788 0.0088 0.2336 0.3611 0.2440 0.2992 0.4012 0.2761 0.3508 0.1618 -0.6615 0.2062 -0.3605 -0.1245 -0.0795 0.2429 -0.0060 0.0761 0.2956 -0.2527 -0.8004 0.3958 -0.5451 -0.0605 -0.9346 0.4009 -0.0220 0.3326 0.2531 0.3216 0.3847 0.3210 -0.3225 0.3959 -0.6483 -0.1031 -0.8400 0.1131 -0.1539 0.4373 0.2356 0.3586 0.2013 0.2750 -1.0328 0.4965 -0.3174 -0.4690 0.2603 0.3694 0.3534 0.4252 -0.4792 0.5553 -0.4906 0.4328 -0.6169 -0.6178 0.4215 -0.1012 0.2768 0.2093 0.0712 0.4066 -0.3254 0.3895 -0.5981 -0.6091 -0.1994 0.2634 0.3643 -0.0596 0.3794 0.3987 -0.8783 0.5088 -0.7128 0.0244 0.4096 0.1990 0.3053 0.0592 -0.4671